Entry 1:
Computed, not measured: a structure of composition C38H41BrN6PTi, with ωB97M-V/def2-TZVPD.

Calculated values
* lowest unoccupied orbital energy: -9.459 eV
* total energy: -5565.25404 a.u.
* energy relative to the best compared isomer or geometry (same formula, charge and spin): 1.8 kcal per mole
* frontier orbital gap: 7.3 eV
* M: 740.53 g/mol

```
! RIJCOSX wB97M-V def2-TZVPD def2/J DEFGRID3
* xyz 3 1
Ti -0.196 0.363 0.127
C 0.547 3.083 3.455
C -0.085 2.173 2.455
N 0.068 2.221 1.183
C 0.991 3.180 0.556
C 2.253 2.398 0.261
N 1.900 1.098 -0.393
C 2.241 1.035 -1.839
C 1.036 1.447 -2.637
N -0.147 0.698 -2.138
C -0.316 -0.659 -2.740
C 0.275 -1.722 -1.837
N -0.205 -1.475 -0.442
C -2.635 -1.587 0.986
C -3.746 -2.587 1.332
C -2.222 -0.756 2.198
C -2.932 -0.754 3.393
C -2.676 0.215 4.340
C -1.707 1.182 4.083
C -1.012 1.097 2.905
N -1.240 0.126 1.990
H 1.560 3.350 3.163
H 0.581 2.619 4.438
H -0.027 4.012 3.537
H 1.177 4.050 1.179
H 0.521 3.534 -0.362
H 2.772 2.167 1.192
H 2.936 2.967 -0.368
H 2.445 0.375 0.071
H 2.536 0.013 -2.065
H 3.099 1.670 -2.058
H 1.185 1.271 -3.702
H 0.829 2.511 -2.513
H -0.973 1.228 -2.391
H 0.121 -0.693 -3.739
H -1.388 -0.817 -2.837
H 1.363 -1.716 -1.838
H -0.034 -2.708 -2.179
H -4.057 -3.145 0.454
H -4.619 -2.060 1.717
H -3.423 -3.310 2.081
H -3.712 -1.481 3.560
H -3.251 0.248 5.257
H -1.519 1.985 4.781
C -3.031 -5.646 -2.467
C -2.274 -6.072 -1.386
C -1.678 -5.145 -0.540
C -1.844 -3.781 -0.788
C -2.621 -3.356 -1.878
C -3.208 -4.286 -2.714
P -1.195 -2.570 0.332
C -0.301 -3.384 1.632
C -0.732 -3.480 2.953
C 0.021 -4.186 3.881
C 1.196 -4.811 3.487
C 1.620 -4.740 2.164
C 0.878 -4.028 1.239
C -3.078 -0.506 -0.038
C -4.381 -0.510 -0.521
C -4.871 0.564 -1.259
C -4.066 1.663 -1.499
C -2.745 1.649 -1.062
C -2.224 0.568 -0.361
H -3.490 -6.373 -3.124
H -2.144 -7.129 -1.199
H -1.091 -5.491 0.300
H -2.790 -2.302 -2.060
H -3.805 -3.959 -3.555
H -1.657 -3.026 3.276
H -0.321 -4.263 4.905
H 1.774 -5.372 4.210
H 2.524 -5.248 1.854
H 1.217 -3.988 0.210
H -5.045 -1.338 -0.311
H -5.893 0.547 -1.614
H -4.456 2.524 -2.025
H -2.127 2.519 -1.273
Br 3.707 -1.806 0.142
C 3.253 -1.417 1.951
C 4.162 -1.850 2.904
C 3.858 -1.623 4.234
C 2.661 -0.993 4.543
C 1.837 -0.605 3.508
N 2.114 -0.787 2.203
H 5.073 -2.349 2.606
H 4.540 -1.941 5.012
H 2.369 -0.808 5.567
H 0.890 -0.135 3.739
*
```

Atomic partial charges in e from the Löwdin method, atoms 1 to 8: number 1, Ti, carries 1.139; number 2, C, carries 0.029; number 3, C, carries -0.227; number 4, N, carries 0.000; number 5, C, carries -0.137; number 6, C, carries -0.126; number 7, N, carries -0.109; number 8, C, carries -0.161



Entry 2:
Computed, not measured: a structure of composition C38H41ClN5O6PS3Ta, with ωB97M-V/def2-TZVPD.

Calculated values
* lowest unoccupied orbital energy (spin up / spin down): -6.028 / -6.208 eV
* total energy: -4250.78678 a.u.
* energy relative to the best compared isomer or geometry (same formula, charge and spin): 0.0 kcal per mole
* frontier orbital gap (spin up / spin down): 6.1 / 7.2 eV
* M: 1007.35 g/mol

```
! RIJCOSX wB97M-V def2-TZVPD def2/J DEFGRID3
* xyz 2 2
Ta 0.611 0.096 -0.236
C 4.251 2.661 0.622
O 4.701 1.406 0.003
C 3.628 0.672 -0.156
N 2.492 1.154 0.189
C 2.707 2.545 0.661
C 1.990 3.549 -0.199
C 1.986 3.439 -1.584
C 1.344 4.396 -2.355
C 0.703 5.466 -1.746
C 0.706 5.579 -0.363
C 1.347 4.621 0.407
C 3.761 -0.709 -0.648
C 4.974 -1.245 -1.031
C 5.000 -2.580 -1.413
C 3.826 -3.310 -1.371
C 2.656 -2.681 -0.961
N 2.606 -1.392 -0.621
C 1.386 -3.424 -0.831
N 0.352 -2.895 -0.330
C -0.677 -3.966 -0.279
C 0.008 -5.145 -1.011
O 1.382 -4.701 -1.216
C -1.099 -4.271 1.137
C -2.402 -4.016 1.541
C -2.827 -4.373 2.814
C -1.939 -4.962 3.700
C -0.623 -5.189 3.313
C -0.208 -4.850 2.036
H 4.603 3.473 -0.010
H 4.718 2.706 1.604
H 2.331 2.605 1.685
H 2.476 2.604 -2.071
H 1.351 4.313 -3.433
H 0.205 6.215 -2.347
H 0.210 6.411 0.116
H 1.334 4.703 1.487
H 5.865 -0.636 -1.019
H 5.925 -3.045 -1.726
H 3.796 -4.355 -1.640
H -1.561 -3.638 -0.831
H -0.415 -5.344 -1.994
H 0.037 -6.063 -0.429
H -3.105 -3.580 0.842
H -3.859 -4.219 3.099
H -2.276 -5.270 4.680
H 0.067 -5.662 3.997
H 0.812 -5.060 1.736
C -3.704 4.321 1.976
C -3.758 4.206 0.476
O -2.502 3.660 -0.020
P -2.228 2.149 -0.348
S -0.699 1.706 1.031
S -3.741 0.983 -0.381
O -1.316 2.192 -1.653
C -1.874 2.391 -2.978
C -2.426 3.781 -3.161
H -4.616 4.790 2.343
H -2.857 4.928 2.292
H -3.626 3.335 2.436
H -3.843 5.175 -0.014
H -4.570 3.559 0.139
H -2.635 1.625 -3.150
H -1.024 2.213 -3.638
H -3.280 3.970 -2.511
H -2.767 3.882 -4.191
H -1.665 4.536 -2.971
Cl -0.813 -1.432 -7.319
C -0.257 -0.937 -5.765
C 0.960 -0.241 -5.658
C 1.437 0.172 -4.435
C 0.715 -0.104 -3.270
O 1.201 0.337 -2.103
C -0.512 -0.798 -3.374
C -1.319 -1.020 -2.238
O -0.929 -0.678 -1.085
C -0.989 -1.206 -4.642
H 1.520 -0.028 -6.558
H 2.368 0.714 -4.357
H -2.319 -1.447 -2.315
H -1.936 -1.724 -4.716
S 1.345 -0.959 2.069
C 0.145 -1.122 3.317
N 0.577 -1.652 4.457
C -0.230 -1.769 5.673
C -1.350 -0.747 5.629
C -2.080 -0.862 4.303
N -1.114 -0.744 3.212
H 1.539 -1.954 4.475
H 0.429 -1.598 6.524
H -0.623 -2.786 5.742
H -0.942 0.258 5.742
H -2.040 -0.922 6.453
H -2.816 -0.069 4.174
H -2.595 -1.820 4.224
H -1.395 -0.297 2.348
*
```

Atomic partial charges in e from the natural (NBO) method, atoms 1 to 8: number 1, Ta, carries 1.891; number 2, C, carries -0.085; number 3, O, carries -0.430; number 4, C, carries 0.627; number 5, N, carries -0.612; number 6, C, carries -0.119; number 7, C, carries 0.025; number 8, C, carries -0.251



Entry 3:
Computed, not measured: a structure of composition C38H41F3N5O3P2Tl, with ωB97M-V/def2-TZVPD.

Calculated values
* lowest unoccupied orbital energy: 4.155 eV
* total energy: -3126.96240 a.u.
* energy relative to the best compared isomer or geometry (same formula, charge and spin): 60.1 kcal per mole
* frontier orbital gap: 5.7 eV
* M: 939.10 g/mol

```
! RIJCOSX wB97M-V def2-TZVPD def2/J DEFGRID3
* xyz -2 1
Tl -1.058 0.315 1.921
C 0.242 -1.176 -3.441
P 0.205 0.536 -2.730
C -1.537 1.069 -3.058
C -2.116 0.824 -4.392
C -3.418 0.587 -4.594
C -4.343 0.403 -3.476
C -3.913 0.475 -2.213
C -2.548 0.908 -1.874
C 0.999 1.533 -4.077
C 1.260 1.087 -5.373
C 1.883 1.906 -6.309
C 2.252 3.200 -5.969
C 1.999 3.664 -4.683
C 1.389 2.837 -3.750
C 0.223 -2.195 -2.327
C 0.042 -3.579 -2.410
C 0.238 -4.062 -1.082
C 0.469 -2.925 -0.312
C 0.772 -2.779 1.145
P 1.836 -1.272 1.314
C 3.335 -1.897 0.439
C 4.173 -2.891 0.939
C 5.257 -3.343 0.199
C 5.515 -2.810 -1.059
C 4.682 -1.823 -1.569
C 3.603 -1.369 -0.822
C 2.346 -1.368 3.084
C 3.590 -0.894 3.509
C 3.907 -0.811 4.856
C 2.974 -1.183 5.818
C 1.726 -1.632 5.415
C 1.416 -1.722 4.064
N 0.471 -1.808 -1.066
H -0.602 -1.333 -4.118
H 1.147 -1.264 -4.051
H -1.435 0.792 -5.236
H -3.777 0.407 -5.602
H -5.362 0.097 -3.688
H -4.553 0.188 -1.386
H -2.157 0.520 -0.937
H 0.974 0.082 -5.661
H 2.077 1.531 -7.308
H 2.741 3.838 -6.696
H 2.286 4.671 -4.403
H 1.195 3.196 -2.744
H -0.178 -4.160 -3.298
H 0.193 -5.089 -0.738
H -0.129 -2.673 1.760
H 1.324 -3.643 1.525
H 3.976 -3.317 1.916
H 5.900 -4.117 0.604
H 6.354 -3.171 -1.642
H 4.864 -1.410 -2.554
H 2.934 -0.616 -1.223
H 4.321 -0.579 2.771
H 4.879 -0.438 5.158
H 3.217 -1.113 6.872
H 0.977 -1.899 6.151
H 0.426 -2.067 3.784
C 1.921 2.310 3.072
C 0.545 2.716 3.614
O 0.348 3.908 3.874
O -0.281 1.754 3.758
H 2.454 1.750 3.846
H 2.502 3.189 2.797
H 1.818 1.639 2.216
F -2.069 -2.277 3.903
C -2.609 -1.275 3.104
F -3.263 -1.976 2.112
F -3.656 -0.789 3.887
C -1.243 4.124 -0.718
N -1.972 4.255 0.578
C -2.951 3.410 1.054
N -3.172 3.499 2.435
O -3.640 2.703 0.351
H -1.702 4.790 -1.445
H -0.693 2.164 -0.666
H -0.257 4.531 -0.488
H -1.378 4.650 1.287
H -2.366 3.645 3.025
H -3.728 2.715 2.752
C -4.034 3.728 -2.286
N -2.861 3.177 -2.917
C -2.257 3.984 -3.943
C -2.030 2.263 -2.240
N -1.031 2.849 -1.333
H -4.879 3.744 -2.986
H -3.873 4.762 -1.938
H -4.306 3.124 -1.424
H -2.926 4.087 -4.807
H -1.334 3.515 -4.286
H -2.011 5.002 -3.595
*
```

Atomic partial charges in e from the Löwdin method, atoms 1 to 8: number 1, Tl, carries 0.846; number 2, C, carries -0.294; number 3, P, carries 1.131; number 4, C, carries -0.376; number 5, C, carries -0.092; number 6, C, carries -0.089; number 7, C, carries -0.095; number 8, C, carries -0.042



> Among the records above, which one has the lowest M?

C38H41BrN6PTi



> Among the records above, which one has the lowest M?

C38H41BrN6PTi



> Which formula does entry 2 have?

C38H41ClN5O6PS3Ta